Arrangement w

DFT (ωB97M-V/def2-TZVPD) results for the molecule C5H11N3O.

Results
Net charge = 0
E_HOMO = -7.1 eV
LUMO = 0.034 hartree
Frontier orbital gap = 7.985 eV

Structure (XYZ):
```
20
Properties=species:S:1:pos:R:3:nbo_charge:R:1
C 0.09403 -1.88528 -0.11142 -0.6191
C -0.13217 0.64415 0.71449 0.1445
C 0.54341 0.53091 -0.88017 -0.1135
C -0.37325 -0.51487 -0.54465 0.1312
N 0.08842 1.50079 -1.77169 -0.8346
N -1.71323 -0.49244 -1.03419 -0.8715
N 2.02986 0.05627 1.55580 -0.8103
C 0.77065 0.57046 1.72689 0.0394
O -1.28932 1.37744 0.92179 -0.7095
H -1.99962 0.91738 0.43921 0.4879
H 0.69113 2.30902 -1.81374 0.3768
H -0.88414 1.80120 -1.71939 0.3457
H -2.21213 -1.36536 -0.93000 0.3821
H -1.78218 -0.14751 -1.98420 0.3874
H 2.29764 0.06819 0.56689 0.4140
H 2.73366 0.37351 2.20514 0.3825
H 0.51273 0.96595 2.70195 0.2064
H 0.22867 -2.50595 -1.00260 0.2176
H 1.04110 -1.84345 0.41899 0.2419
H -0.64525 -2.36042 0.54088 0.2011
```

=====

Arrangement x

DFT (ωB97M-V/def2-TZVPD) results for a structure of composition C5H11N3O.

Results
Net charge = 0
E_HOMO = -6.9 eV
LUMO = 0.024 hartree
Frontier orbital gap = 7.526 eV

Structure (XYZ):
```
20
Properties=species:S:1:pos:R:3:nbo_charge:R:1
C -0.71058 -1.52650 -1.44576 -0.4304
C 1.00762 0.00458 2.35087 -0.6139
N -0.37042 -0.17500 -1.02559 -0.1158
C 1.01786 -0.06590 -0.22655 0.3873
C 0.45198 0.24786 0.98690 -0.3625
N -1.37384 1.80257 0.48305 -0.7580
C -0.95716 0.53593 0.71266 0.2740
O -0.35267 0.69127 -2.16645 -0.5920
N 2.19372 -0.22235 -0.72160 -0.8340
H 0.58086 0.95191 -2.24296 0.4824
H 2.20267 -0.73224 -1.60220 0.3344
H -0.69247 2.43590 0.08548 0.3991
H -2.32532 1.95209 0.17281 0.3848
H -1.75028 -0.09579 1.12953 0.1798
H -0.03028 -1.89508 -2.21866 0.2030
H -0.63990 -2.18151 -0.57616 0.2215
H -1.72975 -1.53148 -1.82924 0.2074
H 1.96950 -0.50339 2.26454 0.2336
H 0.33948 -0.62281 2.95422 0.1969
H 1.16897 0.92993 2.91509 0.2023
```

=====

Order from most stable to least stable according to the calculation: arrangement w, arrangement x

=====

Arrangement w

DFT (ωB97M-V/def2-TZVPD) results for the molecule C5H11N3O.

Results
Net charge = 0
E_HOMO = -7.6 eV
LUMO = 0.031 hartree
Frontier orbital gap = 8.485 eV

Structure (XYZ):
```
20
Properties=species:S:1:pos:R:3:nbo_charge:R:1
C -1.02249 -0.91578 -1.50842 -0.6065
C -0.34970 1.34065 -0.66607 0.0756
C 0.84724 -0.21341 0.15246 0.0406
C -0.68136 -0.06264 -0.29397 -0.0280
N -0.76674 2.22757 0.23825 -0.7949
N 1.20518 0.16620 1.47813 -0.8632
N -1.62650 -0.22595 0.79037 -0.8815
C 1.77225 -0.86070 -0.57011 0.1507
O 3.01790 -1.15593 -0.10760 -0.6743
H 3.03386 -0.92188 0.83328 0.4877
H -0.69544 3.20849 0.01389 0.3885
H -1.45462 1.98070 0.95559 0.3725
H 0.40100 0.28519 2.07617 0.3676
H 1.73391 1.03091 1.48588 0.3767
H -1.26302 -0.63999 1.63650 0.3657
H -2.44429 -0.76475 0.52462 0.3800
H 1.64756 -1.13759 -1.60275 0.1904
H -2.04362 -0.69474 -1.81403 0.2102
H -0.93127 -1.97568 -1.27609 0.2102
H -0.37987 -0.67067 -2.34611 0.2319
```

=====

Arrangement x

DFT (ωB97M-V/def2-TZVPD) results for the molecule C5H11N3O.

Results
Net charge = 0
SMILES = [H]/N=C(N)/C(O)=C\[C@@H](C)N
E_HOMO = -8.4 eV
LUMO = 0.026 hartree
Frontier orbital gap = 9.139 eV

Structure (XYZ):
```
20
Properties=species:S:1:pos:R:3:nbo_charge:R:1
H 0.47666 -2.72828 -0.88914 0.3414
N 0.29501 -1.76366 -0.62106 -0.7504
C 1.33528 -1.14616 -0.18305 0.3977
N 2.54834 -1.72141 0.06445 -0.8123
C 1.21884 0.26091 0.21141 0.2257
O 2.43038 0.83395 0.54460 -0.6996
C 0.05299 0.91286 0.37171 -0.2215
C -1.28695 0.36746 0.01518 -0.1290
C -2.40968 1.09892 0.73667 -0.6038
N -1.54442 0.34761 -1.42189 -0.8352
H 2.74027 -2.64561 -0.28279 0.3935
H 3.29188 -1.15164 0.43050 0.4142
H 2.27599 1.72630 0.87494 0.4881
H 0.07580 1.89315 0.84139 0.1901
H -1.19457 -0.76377 0.25491 0.2557
H -2.26377 1.06995 1.81475 0.1993
H -2.44757 2.14120 0.42012 0.1957
H -3.36603 0.64308 0.49240 0.2228
H -1.08884 1.13153 -1.87858 0.3436
H -1.13962 -0.50638 -1.79654 0.3840
```

=====

Arrangement y

DFT (ωB97M-V/def2-TZVPD) results for a cluster of 2 separate species, C5H11N3O in total.

Results
Net charge = 0
SMILES = [H]/N=C(/C)C(N)=O.[H]/N=C/C
E_HOMO = -8.7 eV
LUMO = 0.013 hartree
Frontier orbital gap = 9.036 eV

Structure (XYZ):
```
20
Properties=species:S:1:pos:R:3:nbo_charge:R:1
H 2.33136 -0.30751 -0.25157 0.3625
N 1.99269 -0.18100 0.70853 -0.6284
C 0.75965 -0.39656 0.79790 0.2120
C 0.04982 -0.29584 2.11492 -0.7033
C -0.01369 -1.10757 -0.60394 0.6463
N -0.89002 -2.07465 -0.12389 -0.9019
O 0.76977 -1.28929 -1.52847 -0.6669
H 0.29391 0.65639 2.58578 0.2371
H -1.03393 -0.34904 1.99227 0.2136
H 0.36624 -1.10751 2.77025 0.2374
H -1.35749 -2.58064 -0.86704 0.3918
H -0.71476 -2.52451 0.75640 0.4019
H -2.18876 0.14889 -0.43805 0.3643
N -1.36134 0.30400 -1.01976 -0.6019
C -0.69433 1.36588 -0.65739 0.2270
C 0.49024 1.82322 -1.42209 -0.7111
H -1.09391 2.07099 0.07404 0.1718
H 0.98810 0.97907 -1.89633 0.2692
H 0.13015 2.49352 -2.21245 0.2472
H 1.17630 2.37214 -0.77913 0.2314
```

=====

Order from most stable to least stable according to the calculation: arrangement x, arrangement y, arrangement w

=====

Arrangement w

DFT (ωB97M-V/def2-TZVPD) results for the molecule C20H28N2O4S.

Results
Net charge = 0
SMILES = CCCOc1ccc(S(=O)(=O)NCCCN2CCOCC2)c2ccccc12
E_HOMO = -8.3 eV
LUMO = 0.010 hartree
Frontier orbital gap = 8.587 eV

Structure (XYZ):
```
55
Properties=species:S:1:pos:R:3:nbo_charge:R:1
C 2.55158 5.19574 4.26737 -0.6081
C 3.03633 5.13392 2.82405 -0.4265
C 4.15488 4.10241 2.65744 -0.0619
O 3.73909 2.78939 2.98191 -0.4955
C 2.97316 2.08237 2.12205 0.3609
C 2.61760 2.48032 0.85176 -0.3413
C 1.82880 1.64825 0.04969 -0.1341
C 1.39885 0.43374 0.49892 -0.3485
S 0.35636 -0.52304 -0.58777 2.3098
O 0.80298 -1.88244 -0.68242 -0.9426
O 0.19982 0.22747 -1.80623 -0.9509
N -1.09139 -0.50323 0.26940 -0.8686
C -1.88139 -1.71512 0.35425 -0.2242
C -2.83444 -1.92380 -0.82279 -0.4178
C -2.07194 -2.13582 -2.13062 -0.2371
N -2.94906 -2.58426 -3.20192 -0.4416
C -3.78259 -1.51383 -3.72469 -0.2549
C -4.71579 -2.07966 -4.79547 -0.0716
O -3.99869 -2.67631 -5.84893 -0.5232
C -3.16297 -3.69610 -5.35323 -0.0730
C -2.19177 -3.16323 -4.30072 -0.2484
C 1.73907 -0.02556 1.78859 -0.0451
C 1.32601 -1.27573 2.28719 -0.1837
C 1.67452 -1.67294 3.54956 -0.1940
C 2.44915 -0.84090 4.36905 -0.2151
C 2.87340 0.37554 3.90904 -0.1855
C 2.53311 0.81312 2.61422 -0.0398
H 1.73171 5.90291 4.36324 0.2127
H 2.20387 4.21641 4.58752 0.2132
H 3.35732 5.50808 4.92779 0.2015
H 3.42023 6.10726 2.51391 0.2096
H 2.20012 4.87310 2.17303 0.2080
H 4.57440 4.13778 1.64527 0.1795
H 4.95685 4.31279 3.37090 0.1949
H 2.93678 3.42726 0.44787 0.2237
H 1.54839 1.95795 -0.94452 0.2470
H -1.63298 0.30097 -0.00997 0.3976
H -2.44423 -1.68075 1.29367 0.2021
H -1.16541 -2.53731 0.39945 0.2208
H -3.49589 -1.05754 -0.89801 0.1897
H -3.44964 -2.80432 -0.63099 0.2201
H -1.32488 -2.91631 -1.96701 0.2081
H -1.53053 -1.21821 -2.40795 0.1919
H -4.38590 -1.09736 -2.91695 0.2000
H -3.16855 -0.70678 -4.16356 0.1705
H -5.31560 -1.28546 -5.24415 0.1913
H -5.38115 -2.82390 -4.33091 0.1635
H -2.62156 -4.09394 -6.21331 0.1925
H -3.77643 -4.49239 -4.90452 0.1636
H -1.58498 -3.98574 -3.91719 0.2048
H -1.52351 -2.41775 -4.76570 0.1712
H 0.74937 -1.91580 1.64238 0.2271
H 1.35539 -2.63527 3.92131 0.2153
H 2.71422 -1.16826 5.36339 0.2151
H 3.47796 1.02229 4.52532 0.2269
```

=====

Arrangement x

DFT (ωB97M-V/def2-TZVPD) results for a structure of composition C20H28N2O4S.

Results
Net charge = 0
E_HOMO = -9.2 eV
LUMO = -0.014 hartree
Frontier orbital gap = 8.771 eV

Structure (XYZ):
```
55
Properties=species:S:1:pos:R:3:nbo_charge:R:1
C -3.98720 -0.14401 2.18492 -0.5905
H -4.03598 0.05228 3.15373 0.2037
H -4.40432 -0.97250 1.82415 0.2030
C -4.53048 0.97587 1.23060 -0.4940
C -4.37983 0.54974 -0.36858 0.7155
O -5.39754 0.32919 -0.87245 -0.5934
N -3.23968 0.64494 -0.59996 -0.3999
C -1.91541 1.15164 -0.42110 0.1798
C -1.54187 1.68741 0.82597 -0.1478
C -0.09904 1.85433 1.11882 -0.1926
C 0.74016 1.82845 0.16743 -0.2603
C 0.30318 1.23511 -1.18862 -0.1471
C -0.90960 0.71294 -1.40662 -0.0448
C -1.55488 0.43335 -2.49072 -0.4144
H -1.22249 -0.67862 -2.86221 0.2115
H -1.42432 0.92772 -3.27469 0.2290
C -3.02851 0.19996 -2.12307 -0.1244
H -3.66763 1.02068 -2.70102 0.1906
H -3.43954 -0.50576 -2.34856 0.1444
H 1.08276 0.97118 -1.75469 0.2030
S 2.45767 1.91472 0.55549 2.0543
O 2.50319 3.40524 1.14816 -0.9095
O 2.79877 1.08167 1.75059 -0.9249
C 3.56860 1.64889 -0.58719 -0.7863
C 4.08583 0.32197 -1.01956 -0.4676
H 4.90842 0.03713 -1.58189 0.2806
H 4.55252 -0.27385 0.18173 0.2220
C 2.95352 -0.62720 -1.08960 0.6548
O 2.47955 -1.08873 -2.07988 -0.6151
N 2.35871 -1.31206 0.11540 -0.6581
H 2.60208 -0.78702 0.89594 0.4183
C 1.15489 -2.19621 -0.14022 -0.0762
C 1.67451 -3.59022 0.10253 -0.3802
C 0.41893 -4.69317 -0.02165 -0.4285
C -0.59518 -4.31483 1.10904 -0.4037
C -0.96460 -2.58845 1.06021 -0.4026
C 0.22630 -1.85178 0.93438 -0.3507
H 0.69901 -1.97272 2.33401 0.1541
H -0.13902 -0.77385 1.05529 0.2389
H -1.81729 -2.44095 1.92987 0.2217
H -1.44858 -2.69907 0.23867 0.1748
H -0.23829 -4.35688 2.31671 0.1935
H -1.52718 -4.94876 1.04989 0.2046
H 0.72462 -5.74270 0.11274 0.2270
H -0.14548 -4.38667 -1.04450 0.1909
H 2.32260 -3.84368 1.01721 0.2252
H 2.42458 -3.94959 -0.68677 0.2160
H 0.84426 -2.16178 -0.95197 0.1882
H 4.48946 2.37406 -0.69774 0.3429
H 2.97804 1.95304 -1.61862 0.2701
H 0.23517 2.34685 2.02032 0.2617
H -2.15022 1.93772 1.66312 0.2295
H -5.47356 1.15473 1.32476 0.2001
H -4.06100 1.87519 1.62689 0.1801
H -2.85898 -0.36599 2.04073 0.1830
```

=====

Order from most stable to least stable according to the calculation: arrangement w, arrangement x

=====

Arrangement w

DFT (ωB97M-V/def2-TZVPD) results for a cluster of 2 separate species, C3H5ClNP in total.

Results
Net charge = 0
E_HOMO (alpha / beta) = -8.3 / -8.7 eV
LUMO (alpha / beta) = -0.035 / -0.038 hartree
Frontier orbital gap (alpha / beta) = 7.340 / 7.649 eV

Structure (XYZ):
```
11
Properties=species:S:1:pos:R:3:nbo_charge:R:1
C 0.62721 -0.94712 -0.71995 0.1849
C 0.98728 1.08921 0.59956 -0.6381
C 0.60154 0.40814 -0.66424 -0.2168
N 0.67861 -2.10991 -0.80438 -0.3197
P -2.39221 -0.45487 -0.22950 0.3020
Cl -1.93001 -2.27187 -0.56329 -0.1795
H 0.20154 1.78638 0.70617 0.2279
H 1.19371 0.38173 1.38879 0.2272
H 1.95258 1.61269 0.35409 0.2222
H 0.46114 1.19841 -1.38216 0.2385
H -2.38137 -0.69279 1.31489 -0.0486
```

=====

Arrangement x

DFT (ωB97M-V/def2-TZVPD) results for a cluster of 2 separate species, C3H5ClNP in total.

Results
Net charge = 0
E_HOMO (alpha / beta) = -8.7 / -9.0 eV
LUMO (alpha / beta) = -0.041 / -0.048 hartree
Frontier orbital gap (alpha / beta) = 7.548 / 7.678 eV

Structure (XYZ):
```
11
Properties=species:S:1:pos:R:3:nbo_charge:R:1
C -0.57678 -1.80895 0.00698 0.1883
C -0.86335 0.57890 -0.62570 -0.6639
C -0.73546 -0.49743 0.39501 -0.2070
N -0.46772 -2.90547 -0.34177 -0.2833
P 2.15723 0.15751 1.04530 0.3841
Cl 2.61576 0.86659 -0.74964 -0.2707
H -0.04608 0.53414 -1.34956 0.2352
H -1.78955 0.45780 -1.19530 0.2341
H -0.87522 1.56080 -0.15692 0.2253
H -1.05528 -0.30516 1.40546 0.2301
H 1.63646 1.36126 1.56614 -0.0722
```

=====

Order from most stable to least stable according to the calculation: arrangement x, arrangement w